[1]
A structure of composition C18H29ClOOs, computed with ωB97M-V with the def2-TZVPD basis set.

Computed properties:
LUMO (alpha / beta)	-5.683 / -12.765	eV
net charge	+2
spin multiplicity	5
orbital gap (alpha / beta)	5.84 / 2.14	eV
E	-1328.4937	Eh
HOMO level (alpha / beta)	-11.527 / -14.907	eV

Structure (XYZ):
```
50
Properties=species:S:1:pos:R:3:forces:R:3:mulliken_charge:R:1
C 0.102 -5.213 -0.767 -1.9 -1.2 -1.3 0.93
C 0.516 -5.755 0.604 0.8 0.5 1.9 -1.26
C -1.196 -5.880 -1.230 -0.3 0.4 0.1 -1.28
C 1.216 -5.456 -1.789 1.4 0.8 -0.6 -1.26
Cl -0.179 -3.450 -0.628 0.4 -0.6 0.1 0.27
H -1.058 -6.961 -1.325 0.2 0.2 0.1 0.38
H -1.512 -5.496 -2.208 0.1 -0.1 0.2 0.41
H -2.008 -5.707 -0.514 0.1 -0.1 -0.1 0.40
H 0.693 -6.833 0.552 -0.1 0.1 -0.5 0.38
H -0.267 -5.580 1.352 0.1 0.0 -0.3 0.41
H 1.440 -5.280 0.956 -0.2 -0.1 -0.1 0.42
H 1.409 -6.528 -1.897 -0.3 0.0 0.4 0.38
H 2.152 -4.977 -1.479 -0.2 -0.1 -0.1 0.41
H 0.941 -5.065 -2.777 -0.1 -0.1 0.3 0.41
C -2.255 2.487 1.364 -1.0 0.3 0.0 -0.79
C -3.125 1.709 0.524 -1.2 0.2 0.8 -1.03
C -2.687 0.343 0.637 -1.3 -0.6 -0.1 -0.45
H -3.921 2.091 -0.090 -0.2 0.0 0.1 0.58
C -1.724 0.293 1.693 0.6 -0.5 0.9 -0.64
C -1.523 1.570 2.171 0.8 -0.3 1.2 -0.26
H -0.877 1.834 3.018 -0.5 -0.3 -0.7 0.91
H -2.318 3.548 1.517 0.0 0.2 0.0 0.55
H -3.159 -0.506 0.178 -0.2 -0.1 0.0 0.65
H -1.208 -0.606 2.053 -0.4 0.5 -0.2 0.39
C 0.432 2.434 -2.096 0.9 -0.6 -0.3 -0.17
C -0.794 3.121 -1.867 -0.6 0.7 -0.7 -0.52
C -1.863 2.245 -2.255 0.1 0.4 -1.2 -1.20
H -0.890 4.175 -1.665 -0.1 0.0 0.0 0.53
C -1.273 0.943 -2.427 -0.7 -0.5 -1.1 -0.37
C 0.152 1.096 -2.361 0.8 0.6 -0.1 -0.97
H 0.895 0.312 -2.467 -0.2 0.1 -0.1 0.43
H 1.423 2.885 -2.047 -0.6 -0.3 0.0 0.95
H -2.895 2.518 -2.349 -0.2 0.0 -0.3 0.58
H -1.792 0.064 -2.765 -0.1 0.0 -0.1 0.65
Os -1.290 1.553 -0.395 3.5 0.4 1.5 1.03
C 2.120 4.472 -0.121 -0.1 0.1 0.1 -1.04
C 2.320 3.037 0.251 0.9 -0.7 -0.4 -0.73
O 1.169 2.506 0.916 0.4 0.1 0.2 -0.10
C 1.329 2.724 2.325 -0.4 0.9 0.4 -0.70
C 1.707 1.451 3.018 0.3 0.1 -0.2 -1.20
H 1.299 4.582 -0.822 -0.1 0.2 0.0 0.14
H 3.019 4.872 -0.575 0.2 0.2 0.0 0.39
H 1.879 5.019 0.783 0.0 0.4 0.0 0.42
H 2.480 2.423 -0.645 0.2 0.0 0.5 0.48
H 3.225 2.936 0.901 -0.7 -0.1 -0.5 0.49
H 2.097 3.516 2.513 -0.7 -0.6 -0.2 0.51
H 0.373 3.109 2.701 0.4 0.2 -0.1 0.51
H 2.642 1.110 2.585 0.2 -0.3 0.2 0.41
H 1.828 1.629 4.078 0.1 -0.1 0.3 0.40
H 0.956 0.686 2.869 -0.1 -0.2 0.0 0.17
```
Positions in Å, forces in eV/Å.

[2]
The molecule C10H15NO3S, computed with ωB97M-V with the def2-TZVPD basis set.

Computed properties:
LUMO (alpha / beta)	-1.339 / 0.752	eV
orbital gap (alpha / beta)	5.09 / 9.13	eV
E	-1068.4031	Eh
HOMO level (alpha / beta)	-6.425 / -8.380	eV
ΔE to the lowest compared entry with this formula, charge and spin	8.057	eV

Structure (XYZ):
```
30
Properties=species:S:1:pos:R:3:forces:R:3:mulliken_charge:R:1
C -0.362 -2.149 -0.328 -2.8 0.0 1.0 0.30
C 1.280 -0.571 -0.151 1.0 1.8 -1.8 -0.54
C -0.254 -3.237 -1.048 2.0 0.3 0.2 -1.05
C -1.755 -1.456 -0.206 1.6 0.0 -1.1 0.27
C -1.832 -0.386 -1.199 -0.4 -1.3 -1.0 -0.78
C -2.104 0.641 0.750 0.7 0.4 0.1 1.39
C -3.502 1.131 0.977 -2.0 -0.7 0.9 -1.57
C -1.177 1.491 1.631 2.9 -2.9 0.0 -1.17
C 4.603 1.032 -1.085 1.5 2.0 2.7 -1.10
C 3.205 1.287 -0.577 -0.9 1.6 -1.3 -0.25
N 0.632 -1.513 0.459 -0.1 -0.7 0.2 0.85
O 0.672 -1.712 1.709 -0.1 -0.6 0.6 -0.57
O -1.907 -0.765 0.965 -0.8 1.2 1.7 -0.45
O -1.913 0.811 -0.707 0.5 2.1 2.7 -0.37
S 2.661 0.012 0.548 0.5 -0.2 1.1 -0.03
H 0.765 -3.532 -1.214 0.2 -0.8 -0.2 0.29
H -1.044 -3.773 -1.513 -0.7 -0.1 -0.3 0.33
H -2.456 -2.255 -0.366 -0.8 -0.4 0.2 0.46
H -1.648 -0.383 -2.217 0.4 -0.6 -1.8 0.56
H -3.862 0.980 2.031 0.5 0.0 -0.9 0.32
H -4.108 0.521 0.324 -0.6 -0.4 0.0 0.40
H -3.805 2.153 0.680 1.1 -0.3 0.2 0.34
H -0.038 1.322 1.440 -2.0 0.3 -0.2 0.03
H -1.214 1.188 2.722 -0.8 0.7 -1.3 0.31
H -1.469 2.448 1.333 0.0 1.9 0.5 0.46
H 5.264 1.236 -0.067 -0.9 -1.2 -2.9 0.24
H 4.708 0.113 -1.594 0.4 -1.3 0.0 0.36
H 4.899 1.802 -1.811 -0.1 0.0 0.3 0.34
H 2.443 1.255 -1.432 0.9 0.5 1.3 0.32
H 3.317 2.309 -0.053 -1.0 -1.5 -0.7 0.31
```
Positions in Å, forces in eV/Å.

[3]
The molecule C19H28ClN3O2, computed with ωB97M-V with the def2-TZVPD basis set.

Computed properties:
LUMO	0.745	eV
SMILES	CC1(C)CC(NC(=O)C(=O)NCCc2ccc(Cl)cc2)CC(C)(C)N1
orbital gap	9.25	eV
E	-1515.8135	Eh
HOMO level	-8.502	eV
ΔE to the lowest compared entry with this formula, charge and spin	0.000	eV

Structure (XYZ):
```
53
Properties=species:S:1:pos:R:3:forces:R:3:mulliken_charge:R:1
C 3.704 -3.022 1.628 -0.2 0.3 -0.1 -1.94
H 2.941 -3.794 1.577 -0.1 -0.1 0.0 0.42
H 3.902 -2.787 2.671 0.1 0.0 0.2 0.40
H 4.613 -3.412 1.179 0.1 -0.1 -0.1 0.41
C 3.234 -1.772 0.868 0.2 -0.2 0.5 1.54
N 2.926 -2.201 -0.487 0.3 -0.1 -0.2 -0.34
H 3.779 -2.323 -1.015 0.0 0.0 0.0 0.41
C 1.908 -1.507 -1.270 -0.3 0.1 -0.3 1.97
C 1.609 -0.099 -0.727 0.2 -0.2 0.0 -1.35
C 1.340 -0.051 0.786 0.1 0.2 0.1 0.05
N -0.083 -0.002 1.041 -0.2 -0.3 0.0 0.16
C -0.724 1.002 1.634 0.1 0.0 -0.1 0.68
O -0.230 2.015 2.104 0.1 0.1 0.1 -0.76
C -2.241 0.788 1.614 -0.2 -0.1 0.2 0.33
O -2.741 -0.211 1.128 0.0 0.0 0.0 -0.69
N -2.902 1.814 2.172 0.2 0.3 0.3 -0.10
H -2.313 2.586 2.464 0.0 -0.2 0.0 0.28
C -4.300 2.051 1.922 -0.2 0.0 -0.1 -0.74
H -4.760 2.497 2.807 0.0 -0.1 0.0 0.38
H -4.751 1.076 1.726 -0.1 0.1 0.1 0.37
C -4.485 2.968 0.694 0.1 -0.3 0.1 -1.16
C -3.696 2.403 -0.452 -0.1 0.2 -0.1 0.42
C -2.386 2.814 -0.669 -0.1 0.0 -0.1 -0.18
C -1.600 2.209 -1.633 0.1 -0.1 -0.1 -0.75
C -2.132 1.177 -2.385 -0.1 0.1 0.2 0.63
C -3.441 0.762 -2.200 0.0 0.0 0.0 -0.77
C -4.213 1.377 -1.233 0.1 0.1 0.0 -0.29
H -5.227 1.043 -1.075 -0.1 -0.1 0.0 0.39
H -3.843 -0.043 -2.794 0.0 -0.1 -0.1 0.42
Cl -1.149 0.394 -3.575 0.1 -0.1 -0.2 -0.21
H -0.582 2.531 -1.788 0.1 0.0 -0.1 0.43
H -1.964 3.610 -0.074 0.0 0.1 0.1 0.33
H -5.547 3.019 0.452 0.0 0.1 0.0 0.42
H -4.131 3.971 0.936 -0.1 0.0 0.0 0.35
H -0.671 -0.748 0.685 -0.1 0.1 0.1 0.28
C 1.957 -1.244 1.528 0.2 0.0 -0.2 -1.74
H 2.171 -0.960 2.559 0.0 0.0 0.0 0.66
H 1.232 -2.059 1.556 0.0 0.0 0.0 0.41
H 1.734 0.886 1.194 0.0 -0.2 -0.1 0.33
H 2.458 0.546 -0.958 0.0 0.0 0.0 0.40
H 0.745 0.306 -1.254 0.0 0.1 0.0 -0.11
C 0.633 -2.367 -1.289 0.2 0.3 -0.1 -1.61
H -0.148 -1.877 -1.864 -0.2 0.1 -0.1 0.22
H 0.855 -3.327 -1.748 0.0 -0.1 0.0 0.42
H 0.265 -2.558 -0.286 -0.1 -0.1 0.2 0.37
C 2.402 -1.365 -2.714 -0.1 0.0 0.3 -1.84
H 3.308 -0.763 -2.756 0.1 0.1 0.0 0.53
H 1.643 -0.886 -3.328 -0.1 0.0 -0.1 0.27
H 2.616 -2.346 -3.134 0.0 -0.1 -0.1 0.46
C 4.358 -0.722 0.932 -0.3 -0.1 0.0 -1.72
H 4.574 -0.467 1.966 0.1 0.1 0.1 0.38
H 5.264 -1.123 0.482 0.1 0.0 -0.1 0.43
H 4.090 0.189 0.405 0.0 0.1 -0.1 0.37
```
Positions in Å, forces in eV/Å.

[4]
A structure of composition C19H17EuF5N2, computed with ωB97M-V with the def2-TZVPD basis set.

Computed properties:
LUMO (alpha / beta)	-0.694 / -0.691	eV
spin multiplicity	8
orbital gap (alpha / beta)	5.83 / 6.07	eV
E	-2053.2633	Eh
HOMO level (alpha / beta)	-6.524 / -6.759	eV
ΔE to the lowest compared entry with this formula, charge and spin	0.170	eV

Structure (XYZ):
```
44
Properties=species:S:1:pos:R:3:forces:R:3:mulliken_charge:R:1
C 1.655 -0.430 3.830 0.3 0.2 0.4 -0.62
C 0.621 -1.477 4.242 0.1 -0.3 0.4 -0.89
H 2.556 -0.896 3.399 -0.2 0.2 -0.1 0.31
H 1.969 0.092 4.738 0.2 0.0 -0.1 0.36
H 1.294 0.402 3.195 0.2 -0.4 0.5 0.14
H 0.164 -2.033 3.411 0.1 0.2 0.3 0.30
H 1.088 -2.213 4.904 0.2 0.1 -0.1 0.36
H -0.180 -1.017 4.829 0.1 -0.1 -0.4 0.22
C 2.686 0.190 -1.380 -0.4 -0.9 -0.3 0.00
C 3.270 0.267 -2.655 -0.4 0.1 0.4 -0.64
C 2.639 -0.367 -3.723 -0.4 -0.3 0.5 -0.49
C 1.439 -1.034 -3.474 -0.4 -0.1 0.5 -0.52
H 3.056 0.811 -0.551 0.0 -0.6 -0.3 0.35
H 4.175 0.848 -2.794 -0.2 0.0 0.0 0.38
H 3.035 -0.322 -4.737 -0.1 0.1 0.3 0.42
H 0.835 -1.434 -4.291 0.4 0.2 0.2 0.24
N 1.631 -0.616 -1.101 -0.3 0.6 -1.4 -0.19
C 0.943 -1.155 -2.154 1.1 0.7 -0.2 0.58
C -0.409 -1.739 -1.888 -1.2 -0.4 0.5 0.50
N -0.919 -1.555 -0.635 0.0 -0.6 -1.3 -0.14
C -2.148 -2.018 -0.354 0.4 -0.1 -0.4 0.11
C -2.448 -2.910 -2.554 0.3 0.3 0.3 -0.43
C -2.939 -2.715 -1.265 0.4 0.2 -0.2 -0.94
H -2.469 -1.826 0.658 -0.2 -0.1 0.0 0.32
H -3.903 -3.090 -0.953 0.0 0.0 -0.1 0.42
C -1.187 -2.400 -2.870 0.7 0.3 0.4 -0.59
H -0.769 -2.518 -3.867 -0.3 -0.1 0.2 0.27
H -3.020 -3.453 -3.305 0.1 0.2 0.2 0.42
Eu 0.342 -0.421 1.240 0.0 0.5 -0.3 1.06
C -1.749 -0.869 2.585 -0.3 0.0 -0.2 -1.75
H -1.908 -1.967 2.622 -0.3 0.3 0.2 0.36
H -2.587 -0.404 2.030 0.0 -0.2 0.4 0.40
H -1.745 -0.489 3.622 -0.2 -0.1 -0.5 0.28
F -0.054 1.988 -2.480 0.0 0.1 0.3 -0.30
C -0.213 2.598 -1.271 -0.2 1.1 1.2 0.27
C -0.113 1.895 -0.086 0.2 -0.4 0.5 -0.45
C -0.274 2.593 1.090 -0.3 1.0 -1.1 0.83
F -0.199 1.906 2.312 0.1 0.4 -0.4 -0.28
C -0.558 3.965 1.151 0.0 -0.7 0.2 -0.27
F -0.759 4.563 2.342 0.0 0.2 -0.4 -0.30
C -0.684 4.661 -0.054 -0.1 -0.2 0.0 0.72
F -1.041 5.966 -0.052 0.3 -0.6 0.0 -0.30
C -0.495 3.980 -1.265 0.0 -0.7 -0.4 -0.22
F -0.628 4.642 -2.439 0.0 0.0 0.5 -0.31
```
Positions in Å, forces in eV/Å.

[5]
The molecule C2H3NS3, computed with ωB97M-V with the def2-TZVPD basis set.

Computed properties:
LUMO	-0.441	eV
SMILES	S=CS/C=N\S
orbital gap	8.60	eV
E	-1327.2613	Eh
HOMO level	-9.045	eV
ΔE to the lowest compared entry with this formula, charge and spin	1.507	eV

Structure (XYZ):
```
9
Properties=species:S:1:pos:R:3:forces:R:3:mulliken_charge:R:1
C 0.863 1.117 0.186 -0.9 0.0 0.5 -0.11
C -1.515 -0.219 0.181 0.8 -0.4 0.9 -0.18
H 0.768 -1.365 -1.315 0.1 0.4 0.4 0.15
H 0.943 1.991 0.848 0.1 -0.1 -0.6 0.41
H -0.928 -0.539 1.050 -0.1 0.0 -0.1 0.32
N 1.742 0.231 0.300 0.2 -1.1 -0.3 -0.27
S 1.765 -1.329 -0.386 0.1 0.6 0.0 -0.07
S -0.685 0.955 -0.751 0.4 0.7 -0.5 -0.04
S -2.953 -0.842 -0.114 -0.6 -0.1 -0.3 -0.22
```
Positions in Å, forces in eV/Å.

[6]
A structure of composition C3H11N3O, computed with ωB97M-V with the def2-TZVPD basis set.

Computed properties:
LUMO	0.814	eV
orbital gap	7.88	eV
E	-360.1775	Eh
HOMO level	-7.068	eV
ΔE to the lowest compared entry with this formula, charge and spin	7.073	eV

Structure (XYZ):
```
18
Properties=species:S:1:pos:R:3:forces:R:3:mulliken_charge:R:1
C 0.810 -0.456 -0.342 -1.4 2.9 -0.1 -0.44
C -0.542 -0.576 -0.858 -0.2 -4.9 0.6 -0.06
C 0.243 1.583 1.085 0.0 -0.1 -0.4 -1.04
N 0.206 0.975 -0.240 1.3 1.3 0.1 0.46
N -0.827 -2.483 0.912 0.0 0.2 -0.4 -0.48
N 0.445 1.825 -1.342 0.7 -0.1 0.2 -0.77
O -0.474 -2.453 -0.477 -0.8 0.3 -0.3 -0.52
H -0.373 -3.308 1.306 0.0 0.2 -0.2 0.21
H -1.829 -2.683 0.959 0.2 -0.1 0.0 0.19
H -0.280 2.537 -1.372 0.1 -0.2 0.0 0.24
H 1.353 2.279 -1.243 -0.1 0.2 0.0 0.23
H 0.985 -0.879 0.640 0.0 0.1 0.0 0.28
H 1.625 -0.481 -1.059 -0.1 -0.2 0.1 0.24
H -0.639 -0.632 -1.935 -0.1 0.6 0.0 0.23
H -1.460 -0.450 -0.296 0.5 -0.2 0.2 0.25
H 0.010 0.822 1.830 0.0 0.0 0.0 0.35
H 1.239 1.995 1.285 0.0 0.0 0.1 0.35
H -0.494 2.386 1.146 0.0 0.0 0.0 0.30
```
Positions in Å, forces in eV/Å.

Which value of E does entry 3 give? -1515.8135 Eh